A 10-piece molecular cluster, C30H42O30 overall, computed with ωB97M-V/def2-TZVPD.

For the LUMO energy (spin up / spin down), the calculation gives 1.86 / 1.81 eV. Its total charge is -1. The energy comes out at -93212.8250 eV. Its spin multiplicity is 2.

Element x y z (Å)
C -0.2170 -0.9273 2.5545
C -1.5432 -0.9321 1.8212
O -1.0216 -0.9190 0.4674
C 0.1355 -0.3346 0.3888
O 0.6733 0.1746 -0.5968
O 0.6716 -0.2711 1.6866
H 0.2150 -1.9089 2.7491
H -0.3082 -0.4365 3.5235
H -2.2100 -0.1313 2.1407
H -2.1706 -1.8045 2.0042
C -0.6113 3.1732 -1.9081
C 0.1436 4.0538 -1.0232
O -0.5014 5.2904 -1.1286
C -1.6534 5.1857 -1.7966
O -2.5259 6.0649 -1.8609
O -1.7873 3.8895 -2.2014
H -0.8649 2.3685 -1.2180
H -0.0227 2.9628 -2.8011
H 1.1448 4.2225 -1.4198
H 0.0701 3.6062 -0.0320
C -4.3645 2.6769 2.0816
C -4.0135 2.8052 3.5704
O -2.6468 2.7456 3.5520
C -2.1710 2.8406 2.2294
O -0.9929 2.9223 1.9977
O -3.2069 2.8835 1.3610
H -5.1417 3.3476 1.7154
H -4.7659 1.7251 1.7339
H -4.3549 1.9400 4.1387
H -4.3737 3.7198 4.0414
C -4.0093 -1.7875 -1.2968
C -5.4459 -1.6888 -1.1828
O -5.9656 -1.8339 -2.4884
C -5.0707 -2.3848 -3.2240
O -5.1874 -2.6615 -4.3731
O -3.9217 -2.4883 -2.5090
H -3.5076 -2.3124 -0.4839
H -3.5208 -0.8162 -1.3750
H -5.5303 -0.6607 -0.8306
H -5.9649 -2.3650 -0.5034
C 0.3098 -1.5638 -4.7430
C 0.1551 -1.3028 -3.1999
O -1.2800 -1.2206 -3.0758
C -1.7798 -0.8367 -4.2554
O -2.9024 -0.4171 -4.4456
O -0.7751 -1.0092 -5.2599
H 0.2851 -2.6098 -5.0485
H 1.2512 -1.2077 -5.1615
H 0.6238 -0.3518 -2.9470
H 0.6643 -2.1368 -2.7170
C 2.7513 1.3215 -3.3134
C 3.9937 2.0142 -3.5667
O 4.5880 1.4256 -4.6334
C 3.9726 0.2885 -4.9320
O 4.3234 -0.5083 -5.8026
O 3.0021 0.0907 -3.9687
H 1.8727 1.7695 -3.7777
H 2.6069 1.0983 -2.2563
H 4.6311 1.9724 -2.6834
H 3.9297 3.0815 -3.7784
C 4.0960 3.2581 0.2758
C 3.6476 2.0098 0.9844
O 3.0492 2.7124 2.0564
C 2.6066 4.0152 1.6450
O 1.7433 4.6864 2.2264
O 3.1175 4.2840 0.4557
H 4.1670 2.9622 -0.7708
H 5.0513 3.6694 0.6018
H 4.4340 1.4045 1.4353
H 2.9436 1.4061 0.4118
C 0.4857 2.4020 5.8047
C 1.6155 2.2900 4.8082
O 2.0697 0.9532 4.9339
C 1.0806 0.2135 5.5711
O 0.9628 -0.9927 5.5187
O 0.1981 1.0398 6.0534
H -0.3524 2.7873 5.2239
H 0.7808 3.0183 6.6540
H 2.4483 2.9617 5.0164
H 1.2970 2.3383 3.7669
C 2.8766 -3.1458 0.7811
C 2.6543 -3.8054 -0.5985
O 3.0727 -2.7514 -1.4192
C 3.7274 -1.8095 -0.7349
O 4.2092 -0.8074 -1.2481
O 3.6621 -2.0212 0.5801
H 3.4477 -3.8232 1.4159
H 1.9182 -2.9106 1.2441
H 1.6331 -4.0954 -0.8459
H 3.4088 -4.5492 -0.8546
C -1.3843 -4.2975 -1.4388
O -1.1304 -3.9786 -0.0767
C -1.3609 -4.8541 0.8890
O -2.0847 -5.8368 0.7716
O -0.6104 -4.4784 1.9622
C -0.2684 -5.4898 2.8885
H -2.2294 -4.9702 -1.5848
H -0.5573 -4.8210 -1.9184
H -1.6331 -3.3327 -1.8807
H 0.7835 -5.4892 3.1743
H -0.3361 -6.5149 2.5241
H -0.9246 -5.4693 3.7586

C30H43AsMnN4PS as an isolated structure, computed with ωB97M-V/def2-TZVPD.

For the LUMO energy (spin up / spin down), the calculation gives -6.53 / -6.91 eV. Its total charge is +2. The energy comes out at -150037.2178 eV. Its spin multiplicity is 5.

Element x y z (Å)
Mn -0.2783 -0.4962 0.1945
N 3.1426 2.0370 0.0433
C 1.9444 1.5019 -0.0451
S 1.6908 0.0866 -0.9699
N 0.9133 2.1454 0.6167
N -0.2922 1.4526 0.4322
C -1.4011 2.0831 0.4414
C -2.5960 1.2263 0.3751
C -3.8738 1.7372 0.4141
C -4.9423 0.8424 0.4363
C -4.6791 -0.5121 0.4243
C -3.3572 -0.9441 0.3635
N -2.3268 -0.1033 0.3358
H 3.9114 1.5708 -0.4149
H 3.3189 2.8930 0.5532
H -1.4688 3.1646 0.5268
H -4.0364 2.8056 0.4383
H -5.9598 1.2059 0.4715
H -5.4760 -1.2404 0.4521
H -3.1147 -1.9976 0.3379
C 0.0721 0.5546 5.5802
C -0.6023 0.0802 4.2914
C -1.3814 -1.2120 4.5569
C -1.5989 1.1626 3.8585
P 0.5883 -0.2051 2.8687
C 1.5937 1.3438 2.8883
C 1.1062 2.5316 2.0754
C 1.9242 3.7778 2.1948
C 3.0261 3.8390 2.9763
C 3.4714 2.6957 3.6831
C 2.7386 1.4931 3.6176
C 1.7179 -1.6553 3.2401
C 2.9010 -1.5580 2.2649
C 2.2234 -1.8575 4.6737
C 0.9288 -2.9178 2.8702
H -0.7035 0.7284 6.3292
H 0.6042 1.4963 5.4396
H 0.7645 -0.1744 5.9953
H -2.2333 -0.9816 5.1992
H -0.7771 -1.9503 5.0798
H -1.7679 -1.6660 3.6404
H -2.3737 1.2463 4.6230
H -2.0996 0.9147 2.9214
H -1.1329 2.1448 3.7806
H 0.0876 2.8044 2.3676
H 1.5644 4.6499 1.6637
H 3.5701 4.7697 3.0677
H 4.3592 2.7488 4.2950
H 3.1085 0.6607 4.1967
H 3.5159 -0.6730 2.4218
H 2.5728 -1.5541 1.2211
H 3.5378 -2.4336 2.4059
H 2.7898 -1.0257 5.0846
H 2.8885 -2.7239 4.6724
H 1.4094 -2.0863 5.3598
H 0.4332 -2.8315 1.9006
H 0.1770 -3.1747 3.6115
H 1.6279 -3.7543 2.8117
C 0.0015 -4.4142 -0.1436
As -0.3254 -2.7260 -1.0285
C -1.9634 -3.1566 -1.9702
C 1.0166 -2.7548 -2.4579
C 0.9880 -3.9994 -3.2959
C 0.1981 -4.0645 -4.4406
C 0.1554 -5.2235 -5.2019
C 0.9057 -6.3291 -4.8269
C 1.7072 -6.2684 -3.6962
C 1.7484 -5.1087 -2.9358
H -0.0665 -5.1993 -0.8958
H -0.7434 -4.5801 0.6330
H 0.9938 -4.4214 0.3017
H -1.7499 -3.9652 -2.6687
H -2.3407 -2.2922 -2.5143
H -2.7152 -3.4982 -1.2603
H 1.9791 -2.6360 -1.9548
H 0.8479 -1.8617 -3.0636
H -0.3754 -3.1983 -4.7507
H -0.4552 -5.2589 -6.0937
H 0.8771 -7.2309 -5.4226
H 2.3100 -7.1196 -3.4110
H 2.3908 -5.0629 -2.0637

C30H43BeBrN2P2 as an isolated structure, computed with ωB97M-V/def2-TZVPD.

For the LUMO energy (spin up / spin down), the calculation gives -7.17 / -7.09 eV. Its total charge is +2. The energy comes out at -123789.9984 eV.

Element x y z (Å)
C 5.9017 -2.1051 1.2103
C 5.2889 -0.9374 0.7343
C 6.0477 -0.0999 -0.1077
C 7.3664 -0.4728 -0.4299
N 7.9279 -1.5897 0.0373
C 7.2194 -2.3914 0.8359
C 3.9303 -0.6943 1.1333
C 2.8089 -0.0498 0.9765
C 1.4091 0.2032 1.2336
C 0.3529 -0.3728 0.4574
C -0.9694 -0.0450 0.6458
C -1.3740 1.1500 1.3250
C -0.2935 1.6850 2.2031
C 1.0124 1.1087 2.2281
Be 2.6734 -1.2313 2.0459
P -2.4916 -2.0016 -1.4306
H 5.6446 0.8124 -0.5260
H 5.3447 -2.7855 1.8431
H 7.9965 0.1433 -1.0829
H 7.6916 -3.2999 1.2095
H 1.6321 1.3477 3.0816
H 0.5894 -1.2272 -0.1867
H -0.5810 2.2318 3.0958
H -1.7332 -0.6660 0.1912
C -4.2075 -1.5135 -0.9572
C -5.1225 -0.9598 -2.0386
H -4.0763 -0.7569 -0.1660
H -4.6559 -2.4092 -0.4999
H -6.0980 -0.7423 -1.5868
H -4.7318 -0.0312 -2.4663
H -5.2854 -1.6705 -2.8573
C -2.2816 -1.4110 -3.1554
C -0.8929 -1.7263 -3.7169
H -2.4499 -0.3233 -3.1452
H -3.0838 -1.8398 -3.7691
H -0.7656 -1.2089 -4.6751
H -0.0895 -1.4015 -3.0418
H -0.7490 -2.7995 -3.8924
C -2.6413 -3.8243 -1.6419
C -3.5123 -4.3191 -2.7906
H -3.0428 -4.1886 -0.6840
H -1.6133 -4.2061 -1.7408
H -3.5543 -5.4141 -2.7454
H -4.5426 -3.9484 -2.7266
H -3.1110 -4.0485 -3.7726
Br -3.1482 1.5588 1.5886
P -0.0803 2.7164 0.5907
C -0.9585 2.5344 -1.0432
C -1.6096 3.7777 -1.6438
H -1.7534 1.7882 -0.9240
H -0.2227 2.0820 -1.7229
H -2.1438 3.5187 -2.5634
H -2.3451 4.2214 -0.9619
H -0.8947 4.5706 -1.9035
C -0.8961 4.1994 1.3277
C -0.7536 5.6194 0.7790
H -0.6079 4.2225 2.3881
H -1.9660 3.9335 1.3327
H -1.3362 6.3065 1.4069
H 0.2789 5.9783 0.7751
H -1.1394 5.7416 -0.2318
C 1.5909 3.1742 0.0374
C 1.6844 4.2213 -1.0810
H 2.0936 2.2509 -0.2841
H 2.1370 3.5274 0.9199
H 2.7427 4.4438 -1.2712
H 1.2371 3.8554 -2.0144
H 1.1907 5.1553 -0.7977
C -1.0813 -3.0665 3.6742
C -0.3290 -3.7285 2.7042
C 0.9209 -3.2597 2.3289
N 1.4473 -2.0961 2.8184
C 0.7185 -1.4470 3.7832
C -0.4895 -1.9434 4.2466
H -2.0740 -3.4095 3.9775
H -0.7300 -4.6269 2.2493
H 1.5265 -3.8565 1.6264
H 1.0980 -0.4997 4.1728
H -0.9950 -1.4335 5.0613

C30H43BrN2P2PdS as an isolated structure, computed with ωB97M-V/def2-TZVPD.

For the LUMO energy (spin up / spin down), the calculation gives -11.32 / -14.58 eV. Its total charge is +4. The energy comes out at -137677.9505 eV. Its spin multiplicity is 5.

Element x y z (Å)
C 4.2555 -3.2483 -1.2997
C 3.1047 -3.1576 -2.1338
C 3.2212 -3.7892 -3.3898
C 4.4272 -4.4411 -3.7420
N 5.4796 -4.4963 -2.9295
C 5.4058 -3.9327 -1.7307
C 1.9561 -2.3409 -1.6226
C 1.9992 -1.2384 -0.9498
C 2.8632 -0.1658 -0.5023
C 2.7189 0.2674 0.8169
C 3.2280 1.4978 1.2102
C 3.9886 2.2606 0.2981
C 4.2992 1.7243 -0.9702
C 3.7522 0.5111 -1.3614
Pd 0.1229 -1.6897 -0.9346
P -1.5409 -1.2831 1.0832
H 2.4176 -3.7767 -4.1101
H 4.2787 -2.7977 -0.3175
H 4.5437 -4.9346 -4.7154
H 6.2887 -4.0070 -1.0718
H 3.9764 0.0482 -2.3295
H 2.1373 -0.3511 1.5111
H 4.8863 2.2808 -1.7035
H 2.9146 1.8987 2.1732
C -2.7302 0.1051 1.4747
C -4.2260 -0.2228 1.4955
H -2.5464 0.8943 0.7352
H -2.4135 0.5452 2.4339
H -4.8021 0.6651 1.7919
H -4.5921 -0.5223 0.5072
H -4.4834 -1.0176 2.2053
C -2.6011 -2.6638 0.4955
C -1.7854 -3.9467 0.4052
H -2.9514 -2.3557 -0.5027
H -3.4707 -2.7538 1.1599
H -2.3133 -4.6583 -0.2290
H -0.7904 -3.7824 -0.0470
H -1.6369 -4.4060 1.3922
C -1.0270 -1.7842 2.7853
C -2.1591 -2.1533 3.7574
H -0.4476 -0.9308 3.1836
H -0.3301 -2.6282 2.6681
H -1.7256 -2.5050 4.7039
H -2.8079 -1.2995 3.9982
H -2.7914 -2.9668 3.3694
Br 4.5018 3.9388 0.7191
P -0.6008 0.1258 -1.9482
C -2.3483 -0.1546 -2.4099
C -3.0611 0.8488 -3.3073
H -2.8877 -0.2754 -1.4532
H -2.3422 -1.1477 -2.8905
H -4.0773 0.4750 -3.4820
H -3.1527 1.8308 -2.8488
H -2.5814 0.9441 -4.2839
C -0.4534 1.7002 -1.0201
C -0.8271 3.0058 -1.7059
H 0.6017 1.7709 -0.7257
H -1.0071 1.6022 -0.0789
H -1.0866 3.7559 -0.9470
H 0.0308 3.4012 -2.2529
H -1.6706 2.9352 -2.3866
C 0.3696 0.3090 -3.4918
C -0.3081 -0.0423 -4.8190
H 1.2364 -0.3452 -3.3166
H 0.7500 1.3409 -3.5089
H 0.4994 -0.3363 -5.5051
H -1.0237 -0.8756 -4.7311
H -0.8084 0.8326 -5.2530
S 0.1313 1.6351 2.6509
C -0.3140 2.9083 3.6465
N -0.3190 4.1977 3.1201
C -0.6623 5.3016 3.8520
C -1.0173 5.1562 5.1774
C -1.0301 3.8715 5.7508
C -0.6839 2.7650 4.9935
H -0.0457 4.3016 2.1487
H -0.6333 6.2482 3.3115
H -1.2788 6.0334 5.7572
H -1.3189 3.7417 6.7940
H -0.6744 1.7483 5.3824

C30H43CeIN4O4 as an isolated structure, computed with ωB97M-V/def2-TZVPD.

For the LUMO energy (spin up / spin down), the calculation gives -7.68 / -7.69 eV. Its total charge is +2. The energy comes out at -66976.5000 eV.

Element x y z (Å)
Ce 0.6169 -0.4082 -0.2025
C 2.5917 0.3873 -3.0132
C 3.0136 1.2135 -4.2590
N 2.1930 2.4124 -4.3585
C 2.2792 3.1627 -3.1122
C 1.6294 2.3456 -1.9671
N 1.3491 0.9558 -2.4299
C 0.3313 1.0341 -3.5131
C 0.8050 2.0349 -4.6000
H 3.3665 0.4086 -2.2464
H 2.3991 -0.6567 -3.2769
H 2.8942 0.6318 -5.1728
H 4.0614 1.5044 -4.1876
H 1.7737 4.1202 -3.2362
H 3.3292 3.3680 -2.9017
H 0.6758 2.7855 -1.6635
H 2.2728 2.2936 -1.0872
H -0.6245 1.3272 -3.0729
H 0.2121 0.0338 -3.9294
H 0.1947 2.9381 -4.5961
H 0.7244 1.5876 -5.5904
O 0.2258 -2.6377 0.0638
C -0.4212 -2.3082 1.0907
O -0.0753 -1.2860 1.7647
C -1.6576 -3.0564 1.5170
N -2.5922 -2.0922 2.1842
C -3.2373 -2.8336 3.3138
C -2.0736 -3.6497 3.8502
C -1.3866 -4.1579 2.5760
H -2.1400 -3.4595 0.6288
H -3.2141 -1.6652 1.4461
H -2.0186 -1.3297 2.5587
H -4.0216 -3.4617 2.8941
H -3.6767 -2.1278 4.0134
H -2.3997 -4.4587 4.4987
H -1.4036 -3.0065 4.4243
H -1.8467 -5.0844 2.2388
H -0.3241 -4.3492 2.7107
C 0.0491 2.5248 5.3656
C -0.0467 2.2305 3.8940
C -1.2519 2.4425 3.1995
C -1.3578 2.2307 1.8272
C -2.6242 2.5041 1.0687
C -0.2269 1.7858 1.1623
C 1.0069 1.5033 1.8222
C 1.0564 1.7590 3.2156
N 1.9761 0.9373 1.0465
C 3.2710 0.4518 1.5869
C 4.1200 1.6056 2.1320
C 3.0547 -0.6604 2.6274
C 4.0300 -0.1689 0.4041
H -0.9204 2.7825 5.7858
H 0.7235 3.3645 5.5391
H 0.4459 1.6694 5.9125
H -2.1146 2.8053 3.7458
H -3.4517 2.7043 1.7461
H -2.8888 1.6560 0.4349
H -2.5049 3.3773 0.4251
H -0.3028 1.7307 0.0804
H 1.9604 1.5914 3.7782
H 3.6715 2.1172 2.9789
H 4.2966 2.3454 1.3505
H 5.0854 1.2126 2.4509
H 2.4082 -0.3662 3.4491
H 4.0199 -0.9530 3.0386
H 2.6170 -1.5480 2.1623
H 4.4142 0.5948 -0.2715
H 3.3979 -0.8530 -0.1820
H 4.8676 -0.7605 0.7691
I -3.5521 -3.0102 -6.9683
C -3.2842 -2.3647 -5.0110
C -1.9950 -2.2182 -4.5080
C -1.8239 -1.7701 -3.2114
C -2.9212 -1.4867 -2.4049
C -4.2069 -1.6638 -2.9104
C -4.3900 -2.0886 -4.2150
C -2.7554 -1.0421 -1.0022
O -3.6664 -1.1798 -0.1840
O -1.6015 -0.5222 -0.6583
H -1.1421 -2.4577 -5.1280
H -0.8218 -1.6680 -2.8135
H -5.0578 -1.4531 -2.2771
H -5.3886 -2.2068 -4.6115

Number 1: maximum force 0.110 Eh/bohr. Number 2: maximum force 0.007 Eh/bohr. Number 3: maximum force 0.089 Eh/bohr. Number 4: maximum force 0.083 Eh/bohr. Number 5: maximum force 0.048 Eh/bohr.